{"formula": "H68O34", "method": "ωB97M-V with the def2-TZVPD basis set", "species": ["O", "H", "H", "O", "H", "H", "O", "H", "H", "O", "H", "H", "O", "H", "H", "O", "H", "H", "O", "H", "H", "O", "H", "H", "O", "H", "H", "O", "H", "H", "O", "H", "H", "O", "H", "H", "O", "H", "H", "O", "H", "H", "O", "H", "H", "O", "H", "H", "O", "H", "H", "O", "H", "H", "O", "H", "H", "O", "H", "H", "O", "H", "H", "O", "H", "H", "O", "H", "H", "O", "H", "H", "O", "H", "H", "O", "H", "H", "O", "H", "H", "O", "H", "H", "O", "H", "H", "O", "H", "H", "O", "H", "H", "O", "H", "H", "O", "H", "H", "O", "H", "H"], "coordinates": [[4.468, 0.500, -2.562], [5.309, 0.430, -2.096], [3.770, 0.087, -1.983], [-3.447, -4.802, 0.300], [-3.607, -5.454, -0.385], [-3.073, -5.323, 1.026], [-2.452, 4.824, -1.429], [-2.728, 4.051, -1.983], [-1.677, 5.248, -1.832], [1.812, 2.414, 4.753], [1.242, 2.470, 5.528], [1.371, 1.803, 4.122], [0.448, 5.639, -1.751], [0.510, 4.736, -1.423], [0.718, 5.570, -2.673], [-1.920, 2.898, 3.488], [-1.121, 3.449, 3.526], [-2.451, 3.286, 2.768], [-1.716, 5.187, 1.391], [-2.107, 5.115, 0.479], [-0.983, 4.554, 1.417], [2.191, -3.607, -3.209], [2.877, -2.929, -3.251], [1.393, -3.091, -3.010], [3.639, -0.205, 2.865], [3.592, -1.123, 2.536], [3.225, -0.250, 3.745], [-0.833, -0.317, 5.308], [-1.635, -0.117, 4.769], [-1.199, -0.618, 6.147], [3.628, -3.160, 2.177], [4.429, -3.563, 2.538], [2.861, -3.514, 2.692], [-3.282, 2.351, -2.152], [-3.005, 1.881, -1.337], [-3.422, 1.644, -2.813], [-2.981, 0.235, 3.375], [-2.477, 1.044, 3.089], [-3.902, 0.529, 3.263], [3.489, 2.906, -3.630], [3.399, 2.919, -4.582], [3.945, 2.077, -3.358], [0.668, 2.179, -1.665], [1.605, 2.409, -1.577], [0.232, 2.480, -0.836], [1.427, 1.031, 2.127], [2.317, 0.664, 2.198], [0.863, 0.306, 1.769], [-0.957, -3.162, 0.323], [-1.693, -3.736, 0.012], [-1.338, -2.865, 1.189], [1.068, -4.144, 2.838], [1.138, -4.866, 2.187], [0.480, -4.485, 3.509], [3.042, -2.935, -0.435], [2.714, -3.848, -0.292], [3.422, -2.739, 0.446], [2.814, 3.927, -0.548], [3.598, 3.518, -0.172], [3.167, 4.358, -1.342], [-5.015, 1.839, 1.350], [-4.178, 1.777, 0.849], [-5.363, 2.738, 1.324], [2.634, -0.743, -5.253], [3.579, -0.710, -5.102], [2.229, 0.012, -4.834], [-0.093, -2.081, -2.261], [-0.476, -2.440, -1.434], [-0.864, -2.033, -2.851], [-4.210, -1.720, -0.183], [-4.865, -1.271, 0.391], [-4.239, -2.601, 0.214], [0.472, 3.335, 1.032], [0.929, 2.508, 1.262], [1.165, 4.002, 0.898], [2.156, -0.626, -1.674], [2.149, -1.585, -1.407], [1.645, -0.470, -2.485], [-2.688, 0.505, -4.382], [-2.541, -0.441, -4.432], [-1.796, 0.882, -4.513], [-2.665, 0.782, 0.164], [-1.690, 0.645, 0.316], [-2.937, -0.156, 0.051], [-2.202, -2.595, 2.736], [-2.249, -1.661, 3.075], [-3.078, -2.940, 2.958], [-2.701, -2.547, -3.610], [-3.449, -2.450, -3.003], [-2.914, -3.354, -4.068], [-0.064, -0.114, 0.184], [-0.085, -0.883, -0.399], [0.453, 0.495, -0.393], [0.387, 1.130, -4.258], [0.406, 1.614, -3.386], [0.842, 1.713, -4.878], [1.922, -1.025, 4.957], [1.823, -1.963, 5.186], [1.011, -0.665, 4.907], [1.230, -5.265, -0.661], [0.660, -4.492, -0.534], [1.805, -5.016, -1.419]], "lowdin_charge": [-0.081, 0.055, 0.029, -0.036, 0.060, 0.068, -0.087, 0.015, 0.014, -0.070, 0.031, 0.003, -0.038, 0.002, 0.051, -0.061, 0.052, 0.041, -0.092, 0.018, -0.026, -0.061, 0.033, -0.003, -0.066, 0.023, 0.021, -0.056, 0.023, 0.057, -0.060, 0.080, 0.041, -0.079, 0.013, 0.027, -0.084, 0.039, 0.057, -0.072, 0.028, -0.001, -0.063, 0.034, 0.043, -0.072, 0.003, 0.048, -0.081, 0.031, 0.019, -0.040, 0.060, 0.049, -0.074, 0.024, 0.019, -0.043, 0.065, 0.055, -0.072, -0.001, 0.046, -0.041, 0.030, -0.023, -0.053, 0.020, 0.038, -0.052, 0.070, 0.013, -0.068, 0.007, 0.052, -0.083, 0.027, 0.037, -0.057, 0.005, 0.026, -0.085, 0.041, 0.035, -0.060, 0.041, 0.058, -0.025, 0.060, 0.053, -0.060, 0.023, 0.043, -0.064, 0.029, 0.048, -0.064, 0.050, 0.011, -0.071, 0.001, 0.033], "spin_multiplicity": 1, "e_above_lowest_kcal_mol": 35.06, "total_energy_ha": -2599.09928, "e_homo_ev": -10.0238, "lumo_ha": -0.0274, "fmax_ev_per_a": 1.35}

{"formula": "H6InO3", "method": "ωB97M-V with the def2-TZVPD basis set", "species": ["In", "O", "H", "H", "O", "H", "H", "O", "H", "H"], "coordinates": [[1.733, 7.458, 4.086], [4.499, 3.830, 3.989], [5.549, 9.271, 3.490], [4.659, 5.791, 2.437], [6.857, 8.997, 2.266], [2.776, 2.157, 4.522], [6.232, 7.061, 3.561], [2.538, 6.159, 2.487], [3.911, 6.274, 4.122], [6.973, 3.106, 2.625]], "lowdin_charge": [1.362, -0.312, 0.371, 0.355, -0.078, 0.670, 0.229, -0.520, 0.215, 0.709], "spin_multiplicity": 1, "e_above_lowest_kcal_mol": 771.13, "total_energy_ha": -416.74468, "e_homo_ev": -21.1439, "lumo_ha": -0.6488, "fmax_ev_per_a": 5.08, "total_charge": 3}

{"formula": "H6N2", "method": "ωB97M-V with the def2-TZVPD basis set", "species": ["N", "H", "H", "H", "N", "H", "H", "H"], "coordinates": [[-6.843, -9.519, -6.852], [-6.236, -10.159, -6.330], [-7.019, -8.713, -6.244], [-6.299, -9.176, -7.651], [-5.527, -6.716, -6.181], [-5.949, -5.791, -6.315], [-6.026, -7.161, -5.405], [-5.735, -7.263, -7.022]], "nbo_charge": [-1.062, 0.361, 0.351, 0.350, -1.062, 0.359, 0.350, 0.353], "spin_multiplicity": 1, "e_above_lowest_kcal_mol": 4.96, "total_energy_ha": -113.09630, "e_homo_ev": -10.1941, "lumo_ha": 0.0342, "fmax_ev_per_a": 0.68, "smiles": "N.N"}